C35H33FNO2ReS4Te | the ωB97M-V functional and the def2-TZVPD basis

## Properties
- total charge = 0
- Kohn-Sham gap (eV) = 6.57
- electronic energy (a.u.) = -3597.70913
- LUMO (eV) = -1.243

Geometry (Å):
Re (-2.26804, -1.25541, -3.15396)
O (-7.65316, 2.00389, -5.81965)
C (-6.71258, 1.41964, -5.36849)
S (-5.03230, 1.70727, -5.88473)
C (-4.31937, 0.51872, -4.83098)
C (-5.13313, -0.17249, -4.02914)
S (-4.50458, -1.39951, -2.94102)
S (-6.83922, 0.17088, -4.10389)
S (-2.58807, 0.24127, -4.79130)
C (5.67795, -1.13108, 5.19238)
C (4.69522, -1.16754, 4.05447)
C (4.72734, -0.21759, 3.04611)
C (3.81321, -0.22270, 1.99305)
C (3.92881, 0.84612, 0.94121)
C (2.82782, -1.21563, 1.96719)
Te (1.33810, -1.19742, 0.46508)
N (-1.82984, -0.49939, -1.63064)
C (-2.41139, 0.67198, -1.02303)
O (-2.66092, 1.67659, -1.63520)
C (-2.71319, 0.52112, 0.42988)
C (-2.56056, -0.69157, 1.09569)
C (-2.88463, -0.78462, 2.44037)
C (-3.35138, 0.33130, 3.12085)
C (-3.50096, 1.54283, 2.45770)
C (-3.18697, 1.63665, 1.11282)
C (0.66658, 0.78874, 0.74331)
C (0.26197, 1.22238, 2.01315)
C (0.36584, 0.36379, 3.24342)
C (-0.25390, 2.50864, 2.14334)
C (-0.39382, 3.35905, 1.05769)
C (-1.00350, 4.72560, 1.20725)
C (0.03620, 2.91137, -0.18445)
C (0.58487, 1.64682, -0.36316)
C (1.07180, 1.26430, -1.73495)
C (2.78608, -2.20090, 2.96375)
C (1.74634, -3.29040, 2.98593)
C (3.72359, -2.15932, 3.98778)
H (6.49531, -0.44071, 4.98659)
H (6.10406, -2.11805, 5.37745)
H (5.19277, -0.80693, 6.11560)
H (5.49086, 0.55288, 3.06947)
H (4.88428, 1.36199, 1.02830)
H (3.13172, 1.58710, 1.03270)
H (3.85300, 0.42038, -0.06176)
H (-2.18273, -1.55325, 0.56326)
H (-2.76809, -1.72833, 2.95813)
H (-3.60089, 0.25669, 4.17216)
H (-3.86405, 2.41221, 2.99094)
H (-3.29781, 2.56728, 0.57188)
H (0.03533, -0.65504, 3.03674)
H (-0.25702, 0.76826, 4.04089)
H (1.39489, 0.30366, 3.60517)
H (-0.58090, 2.83995, 3.12389)
H (-1.35977, 4.89024, 2.22402)
H (-1.84731, 4.84894, 0.52543)
H (-0.28042, 5.50931, 0.97285)
H (-0.06582, 3.56186, -1.04696)
H (0.97444, 2.10773, -2.41818)
H (0.50273, 0.43325, -2.14944)
H (2.12052, 0.95927, -1.70481)
H (1.59814, -3.74484, 2.00757)
H (0.77566, -2.89839, 3.30227)
H (2.03726, -4.07711, 3.68166)
H (3.69252, -2.92493, 4.75666)
F (2.99798, -0.37086, -4.83999)
C (1.89588, -1.07664, -4.55436)
C (0.92109, -1.20861, -5.51931)
C (-0.21876, -1.93646, -5.20756)
C (-0.38213, -2.52874, -3.94560)
C (-1.65513, -3.20181, -3.56016)
C (0.63605, -2.33862, -2.99035)
C (1.77871, -1.63381, -3.28905)
H (1.05122, -0.74658, -6.48783)
H (-0.98630, -2.06345, -5.96124)
H (-1.57496, -3.81438, -2.66435)
H (-2.16331, -3.74297, -4.35492)
H (0.51170, -2.75970, -2.00065)
H (2.55909, -1.48418, -2.55494)

How positive or negative is each atom? The Löwdin charges in e answer that:
1 Re 0.94
2 O -0.04
3 C -1.00
4 S 0.98
5 C -1.10
6 C -1.10
7 S 0.60
8 S 0.98
9 S 0.59
10 C -0.05
11 C -0.27
12 C -0.01
13 C -0.30
14 C -0.06
15 C -0.44
16 Te 1.48
17 N -0.14
18 C -0.51
19 O 0.08
20 C -0.16
21 C -0.04
22 C -0.08
23 C -0.08
24 C -0.07
25 C -0.02
26 C -0.43
27 C -0.29
28 C -0.06
29 C -0.02
30 C -0.27
31 C -0.04
32 C -0.01
33 C -0.32
34 C -0.08
35 C -0.32
36 C -0.09
37 C -0.02
38 H 0.07
39 H 0.08
40 H 0.08
41 H 0.12
42 H 0.08
43 H 0.08
44 H 0.06
45 H 0.09
46 H 0.11
47 H 0.11
48 H 0.11
49 H 0.12
50 H 0.04
51 H 0.08
52 H 0.08
53 H 0.12
54 H 0.08
55 H 0.08
56 H 0.08
57 H 0.13
58 H 0.09
59 H 0.03
60 H 0.06
61 H 0.05
62 H 0.07
63 H 0.08
64 H 0.12
65 F 0.09
66 C -0.26
67 C 0.01
68 C -0.09
69 C -0.42
70 C -0.25
71 C -0.08
72 C -0.03
73 H 0.13
74 H 0.11
75 H 0.07
76 H 0.07
77 H 0.07
78 H 0.10



C4H10N | the ωB97M-V functional and the def2-TZVPD basis

## Properties
- total charge = +1
- SMILES = C1CC[NH2+]C1
- Kohn-Sham gap (eV) = 12.56
- electronic energy (a.u.) = -212.87668
- LUMO (eV) = -3.637

Geometry (Å):
C (-0.23368, 1.26746, -0.37902)
N (-0.04462, -0.12392, -1.28106)
C (0.25812, -1.26970, -0.32206)
C (-0.10177, -0.70578, 1.07181)
C (0.11749, 0.82574, 1.05190)
H (-1.21406, 1.60435, -0.66528)
H (0.48103, 2.08627, -0.65113)
H (-0.93282, -0.46196, -1.83935)
H (0.71443, 0.15483, -1.98788)
H (-0.35920, -2.26947, -0.54326)
H (1.29029, -1.57230, -0.38963)
H (0.55536, -1.09867, 1.92792)
H (-1.10421, -0.73980, 1.44401)
H (-0.48562, 1.30912, 1.85678)
H (1.12617, 1.14878, 1.27946)

How positive or negative is each atom? The natural (NBO) charges in e answer that:
1 C -0.19
2 N -0.58
3 C -0.25
4 C -0.44
5 C -0.44
6 H 0.23
7 H 0.25
8 H 0.46
9 H 0.46
10 H 0.26
11 H 0.24
12 H 0.26
13 H 0.24
14 H 0.26
15 H 0.23



C22H38CdN3O4PS2 | the ωB97M-V functional and the def2-TZVPD basis

## Properties
- total charge = -2
- Kohn-Sham gap (alpha / beta) (eV) = 3.69 / 3.91
- electronic energy (a.u.) = -2631.72214
- LUMO (alpha / beta) (eV) = 4.215 / 4.212

Geometry (Å):
Cd (0.56514, -0.40194, -0.08098)
C (2.31039, 0.77632, -0.24242)
C (2.90501, 1.37832, -1.32716)
C (3.95647, 2.35788, -1.10733)
C (4.56278, 3.03812, -2.13720)
C (4.22619, 2.82347, -3.48085)
C (3.22861, 1.87032, -3.73043)
C (2.59143, 1.17945, -2.72660)
H (4.26553, 2.54917, -0.08466)
H (5.33791, 3.76014, -1.88763)
H (4.71701, 3.35894, -4.28430)
H (2.93161, 1.66262, -4.75620)
H (1.81945, 0.45733, -2.96804)
C (-2.96490, 5.09833, 0.31298)
C (-3.34271, 4.09428, -0.75687)
O (-3.63152, 2.82768, -0.17177)
P (-2.45778, 1.65018, -0.34217)
O (-2.78279, 0.87182, 1.04360)
C (-2.44999, 1.54803, 2.27014)
C (-3.71780, 1.85205, 3.03883)
O (-3.13056, 0.59876, -1.36583)
C (-4.26591, -0.22872, -1.10649)
C (-5.48796, 0.33162, -1.80740)
H (-2.81328, 6.08722, -0.12845)
H (-2.02817, 4.79526, 0.78536)
H (-3.75110, 5.16638, 1.06736)
H (-2.52214, 4.00051, -1.47751)
H (-4.23339, 4.40712, -1.30894)
H (-1.90649, 2.47439, 2.05260)
H (-1.79809, 0.89078, 2.83807)
H (-4.35342, 2.54246, 2.48239)
H (-3.46416, 2.29175, 4.00633)
H (-4.26946, 0.92792, 3.22214)
H (-4.43238, -0.30585, -0.03201)
H (-4.00982, -1.21885, -1.48669)
H (-5.72710, 1.32167, -1.41717)
H (-6.34802, -0.32497, -1.65245)
H (-5.30609, 0.41520, -2.88006)
N (0.39833, 3.64405, 0.60417)
H (0.20269, 2.76334, 1.07693)
H (1.39955, 3.75778, 0.75154)
H (0.35057, 3.36619, -0.37537)
S (1.38446, -5.15845, 1.65439)
C (2.10046, -3.93203, 2.51176)
N (2.43066, -2.72300, 2.07306)
C (3.11715, -1.83549, 3.00294)
C (2.67229, -2.27329, 4.38497)
S (2.55353, -4.08376, 4.22275)
H (1.90230, -2.29745, 1.32020)
H (2.83400, -0.81096, 2.78131)
H (4.19791, -1.95030, 2.87804)
H (1.68920, -1.86043, 4.61768)
H (3.39123, -2.01523, 5.16004)
O (-2.05095, -3.40888, -1.04809)
H (-2.08705, -2.89768, -0.22912)
H (-1.10637, -3.61401, -1.06512)
C (-1.42575, -2.38826, 2.22555)
C (-0.70574, -1.33873, 3.01165)
C (-0.88999, -1.00329, 4.34471)
C (-0.03014, 0.10021, 4.58988)
C (0.61954, 0.36133, 3.39032)
C (1.61985, 1.44719, 3.12189)
N (0.21499, -0.52059, 2.42490)
H (-1.98654, -3.04799, 2.89096)
H (-0.73642, -3.00846, 1.64501)
H (-2.13900, -1.91437, 1.53857)
H (-1.55645, -1.49628, 5.03990)
H (0.10883, 0.63712, 5.51980)
H (2.42049, 1.45026, 3.87044)
H (1.15532, 2.43850, 3.15902)
H (2.06240, 1.32989, 2.12700)

How positive or negative is each atom? The Löwdin charges in e answer that:
1 Cd 0.88
2 C -0.29
3 C -0.53
4 C -0.14
5 C -0.19
6 C -0.20
7 C -0.18
8 C -0.14
9 H 0.07
10 H 0.07
11 H 0.05
12 H 0.08
13 H 0.05
14 C -0.10
15 C -0.35
16 O -0.33
17 P 0.83
18 O -0.35
19 C -0.29
20 C -0.07
21 O -0.34
22 C -0.29
23 C -0.09
24 H 0.07
25 H 0.05
26 H 0.07
27 H 0.09
28 H 0.10
29 H 0.09
30 H 0.07
31 H 0.06
32 H 0.07
33 H 0.07
34 H 0.10
35 H 0.11
36 H 0.06
37 H 0.07
38 H 0.07
39 N 0.02
40 H -0.05
41 H 0.00
42 H 0.00
43 S 0.47
44 C -1.20
45 N -0.05
46 C -0.24
47 C -0.43
48 S 0.85
49 H 0.05
50 H 0.09
51 H 0.11
52 H 0.05
53 H 0.07
54 O -0.11
55 H -0.02
56 H 0.01
57 C -0.08
58 C -0.45
59 C -0.13
60 C -0.14
61 C -0.45
62 C -0.09
63 N -0.02
64 H 0.07
65 H 0.02
66 H 0.05
67 H 0.07
68 H 0.07
69 H 0.06
70 H 0.06
71 H 0.00



C16H38O13S4Si2 | the ωB97M-V functional and the def2-TZVPD basis

## Properties
- total charge = 0
- Kohn-Sham gap (eV) = 9.09
- electronic energy (a.u.) = -3782.09279
- LUMO (eV) = 0.139

Geometry (Å):
C (-0.10939, -1.49820, 0.47809)
C (-0.90978, -1.76648, -0.95794)
C (0.03954, -1.50097, -2.26787)
C (0.03622, 0.08236, -2.70052)
C (1.55320, 0.72096, -2.75138)
C (1.49196, 2.39046, -2.67746)
C (2.85149, 2.95331, -3.42996)
Si (2.89745, 4.90212, -3.52911)
C (3.19974, 5.76234, -1.83272)
C (2.11213, 5.35003, -0.65652)
C (0.55119, 5.67886, -1.03255)
S (-0.16145, 6.88811, 0.26420)
O (3.95970, 5.41810, -4.82946)
Si (5.30791, 6.38611, -4.25408)
H (-0.90809, -1.01845, 1.21033)
H (0.79252, -0.77689, 0.28635)
H (0.21343, -2.51418, 0.96301)
H (-1.42233, -2.83380, -0.95774)
H (-1.78075, -0.96867, -0.98056)
H (-0.41140, -2.11535, -3.17554)
H (1.13392, -1.91332, -2.08272)
H (-0.69584, 0.63979, -1.97596)
H (-0.41242, 0.17203, -3.78450)
H (2.21497, 0.38571, -1.81794)
H (2.10779, 0.45602, -3.74817)
H (1.43772, 2.64859, -1.53154)
H (0.49516, 2.79735, -3.19250)
H (2.75943, 2.58837, -4.56282)
H (3.85328, 2.50351, -3.00164)
H (1.52502, 5.29143, -3.94486)
H (3.16275, 6.94281, -1.96034)
H (4.27273, 5.54193, -1.35811)
H (2.37250, 6.02434, 0.29354)
H (2.30867, 4.23582, -0.30818)
H (-0.09134, 4.68924, -0.89970)
H (0.38443, 6.20717, -2.06306)
H (-1.31451, 7.40022, -0.41325)
H (6.38191, 5.48003, -3.78603)
H (5.87096, 7.06869, -5.43558)
H (4.96314, 7.39663, -3.25959)
C (3.99556, -0.94003, 0.49632)
C (4.27135, -2.07207, 1.48229)
O (3.89096, -3.26375, 0.79819)
S (4.16986, -3.07079, -0.79725)
O (5.44684, -3.67388, -1.10825)
O (2.95585, -3.38409, -1.51449)
O (4.36188, -1.45189, -0.78391)
H (2.92996, -0.69022, 0.47108)
H (4.57374, -0.04136, 0.72735)
H (3.70554, -1.96301, 2.41059)
H (5.33953, -2.14178, 1.71352)
C (-3.21404, -3.20041, 3.25020)
C (-4.12736, -2.30619, 4.08443)
O (-3.25015, -1.54300, 4.90954)
S (-1.85587, -1.28444, 4.10359)
O (-1.92075, 0.02763, 3.49911)
O (-0.75861, -1.71246, 4.93978)
O (-2.07987, -2.39570, 2.93192)
H (-2.86837, -4.06176, 3.83083)
H (-3.70161, -3.55060, 2.33647)
H (-4.82840, -2.88056, 4.69468)
H (-4.68444, -1.60966, 3.44894)
C (-7.54556, -4.99990, 3.88535)
C (-7.38408, -6.45896, 3.46727)
O (-6.53395, -6.42742, 2.32313)
S (-5.49424, -5.17926, 2.46982)
O (-4.24676, -5.69027, 2.99309)
O (-5.57499, -4.37426, 1.27322)
O (-6.26905, -4.39918, 3.67358)
H (-8.27356, -4.48595, 3.24941)
H (-7.84448, -4.90113, 4.93233)
H (-8.33922, -6.93100, 3.22510)
H (-6.87924, -7.03880, 4.24718)

How positive or negative is each atom? The Löwdin charges in e answer that:
1 C -0.11
2 C -0.24
3 C -0.22
4 C -0.21
5 C -0.21
6 C -0.26
7 C -0.29
8 Si 0.51
9 C -0.34
10 C -0.31
11 C -0.56
12 S 0.57
13 O -0.49
14 Si 0.56
15 H 0.06
16 H 0.06
17 H 0.08
18 H 0.11
19 H 0.10
20 H 0.11
21 H 0.09
22 H 0.11
23 H 0.11
24 H 0.11
25 H 0.11
26 H 0.09
27 H 0.12
28 H 0.10
29 H 0.09
30 H 0.00
31 H 0.08
32 H 0.10
33 H 0.10
34 H 0.10
35 H 0.08
36 H 0.07
37 H -0.12
38 H -0.06
39 H -0.08
40 H -0.07
41 C -0.18
42 C -0.17
43 O -0.19
44 S 0.68
45 O -0.23
46 O -0.24
47 O -0.20
48 H 0.10
49 H 0.14
50 H 0.14
51 H 0.13
52 C -0.19
53 C -0.17
54 O -0.19
55 S 0.67
56 O -0.24
57 O -0.24
58 O -0.21
59 H 0.13
60 H 0.09
61 H 0.12
62 H 0.14
63 C -0.16
64 C -0.17
65 O -0.18
66 S 0.68
67 O -0.23
68 O -0.22
69 O -0.21
70 H 0.14
71 H 0.14
72 H 0.14
73 H 0.14



C13H30IO2P2Pb | the ωB97M-V functional and the def2-TZVPD basis

## Properties
- total charge = +3
- Kohn-Sham gap (alpha / beta) (eV) = 3.46 / 3.51
- electronic energy (a.u.) = -1835.92160
- LUMO (alpha / beta) (eV) = -13.782 / -13.749

Geometry (Å):
C (0.74781, 2.27302, -7.36677)
C (1.29528, 1.71505, -6.06164)
H (1.58639, 2.32561, -8.09248)
H (0.32955, 3.27605, -7.20553)
H (-0.04333, 1.61857, -7.75747)
O (2.43241, 1.38605, -5.85419)
I (-0.12036, 1.48502, -4.39165)
Pb (-0.73304, 0.19151, -0.09537)
P (-0.63896, -2.39989, -0.93478)
C (0.40825, -3.70863, -0.26645)
C (-2.37257, -2.83924, -0.51627)
H (-2.65409, -3.78320, -0.99989)
H (-0.94029, -3.33820, -3.15123)
H (-3.05288, -2.04011, -0.86991)
H (-1.17686, -1.55447, -3.14252)
H (0.33988, -3.72193, 0.82973)
H (-2.47309, -2.95236, 0.58229)
C (-0.56571, -2.38886, -2.75089)
H (0.10416, -4.69848, -0.64476)
H (0.48471, -2.25348, -3.05953)
H (1.45389, -3.53260, -0.54769)
P (0.46171, 2.51545, 0.70008)
C (1.85141, 2.66578, 1.84430)
C (0.76666, 3.51792, -0.78138)
H (-1.89330, 3.13969, 0.87062)
H (-0.84573, 4.32858, 1.71200)
H (-1.18777, 2.74411, 2.49081)
C (-1.00517, 3.25839, 1.52428)
H (-0.06185, 3.38084, -1.49880)
H (0.85297, 4.57733, -0.51431)
H (2.02160, 3.71523, 2.13669)
H (2.76357, 2.28438, 1.36869)
H (1.71235, 3.18053, -1.23761)
H (1.66049, 2.07908, 2.75315)
C (1.52326, -0.72798, 0.98442)
O (2.36086, -1.10053, 1.66262)
C (-3.59644, -0.83417, 2.14481)
C (-2.44367, 0.02050, 2.66425)
C (-2.40408, -0.04429, 4.19126)
C (-1.11496, -0.37622, 2.04310)
H (-3.43864, -1.88316, 2.42305)
H (-3.72875, -0.73855, 1.06199)
H (-4.53879, -0.50374, 2.61483)
H (-2.69026, 1.06576, 2.39163)
H (-2.17473, -1.04633, 4.55274)
H (-1.65317, 0.65354, 4.59871)
H (-3.38348, 0.25980, 4.58427)
H (-0.26974, 0.14328, 2.52091)
H (-0.89430, -1.45769, 2.02789)

How positive or negative is each atom? The natural (NBO) charges in e answer that:
1 C -0.73
2 C 0.55
3 H 0.29
4 H 0.27
5 H 0.27
6 O -0.43
7 I -0.08
8 Pb 1.25
9 P 1.10
10 C -0.97
11 C -0.96
12 H 0.31
13 H 0.30
14 H 0.26
15 H 0.28
16 H 0.28
17 H 0.27
18 C -0.97
19 H 0.33
20 H 0.29
21 H 0.29
22 P 1.10
23 C -0.97
24 C -0.97
25 H 0.26
26 H 0.31
27 H 0.27
28 C -0.96
29 H 0.28
30 H 0.30
31 H 0.33
32 H 0.29
33 H 0.29
34 H 0.28
35 C 0.50
36 O -0.34
37 C -0.61
38 C -0.28
39 C -0.60
40 C -0.69
41 H 0.22
42 H 0.19
43 H 0.27
44 H 0.21
45 H 0.23
46 H 0.22
47 H 0.26
48 H 0.22
49 H 0.22



C5H6O | the ωB97M-V functional and the def2-TZVPD basis

## Properties
- total charge = 0
- SMILES = CC#C[C@H]1CO1
- Kohn-Sham gap (eV) = 10.52
- electronic energy (a.u.) = -269.24998
- LUMO (eV) = 1.006

Geometry (Å):
C (0.15789, 0.24744, 2.64154)
C (0.19705, -0.01215, 1.20301)
C (0.22562, -0.23855, 0.01953)
C (0.24943, -0.57037, -1.39052)
C (-0.54932, 0.18357, -2.36439)
O (0.85313, 0.36086, -2.28457)
H (0.26857, 1.31788, 2.84419)
H (-0.79239, -0.08978, 3.07009)
H (0.97051, -0.28287, 3.15065)
H (0.47947, -1.61312, -1.61417)
H (-1.14738, 1.02740, -2.02091)
H (-0.91258, -0.33032, -3.25444)

How positive or negative is each atom? The natural (NBO) charges in e answer that:
1 C -0.69
2 C 0.05
3 C -0.08
4 C -0.01
5 C -0.09
6 O -0.47
7 H 0.24
8 H 0.24
9 H 0.24
10 H 0.21
11 H 0.19
12 H 0.18